Entry from OMol25: C32H37AsBF4N2O3P2S7TeTl as an isolated structure (wB97M-V/def2-TZVPD).

Geometry as XYZ:
```
91
Properties=species:S:1:pos:R:3:forces:R:3:mulliken_charge:R:1
Tl 1.2143 1.8521 -0.6242 -0.269 -0.095 0.043 1.144
S -0.3614 2.2725 -5.5132 -0.163 0.115 -0.028 -0.668
As 0.0996 3.2210 -3.6593 -0.199 0.143 -0.206 0.419
S -1.8828 3.6398 -2.6038 -0.063 -0.105 0.147 -0.252
S 3.9545 3.1444 -2.5491 -0.216 0.022 0.025 -0.649
S -1.0091 5.2205 -3.6683 0.089 0.023 -0.050 -0.390
O -1.7217 0.9214 -0.6388 0.085 -0.033 -0.080 -0.259
P -2.5045 -0.2933 -0.3163 0.062 -0.042 0.033 0.712
C -1.5476 -1.6967 0.3637 0.118 0.424 -0.017 -1.181
P -0.2481 -1.1507 1.5362 0.200 0.032 -0.072 0.702
O 0.6348 -0.0710 1.0241 -0.380 -0.203 0.108 0.079
C 0.6865 -2.6535 1.9036 -0.055 0.045 0.046 0.502
C 1.2369 -3.3603 0.8352 -0.009 0.036 -0.001 -0.326
C 2.0821 -4.4300 1.0782 0.007 -0.007 0.038 -0.693
C 2.3868 -4.7918 2.3836 0.006 -0.003 0.019 -0.415
C 1.8612 -4.0753 3.4486 -0.006 0.012 -0.041 -0.781
C 1.0144 -3.0025 3.2097 -0.009 -0.005 -0.019 -0.390
C -1.1866 -0.7135 3.0114 0.079 -0.038 0.074 0.171
C -1.9367 -1.6551 3.7205 -0.006 0.080 -0.016 -0.076
C -2.6457 -1.2612 4.8432 0.018 -0.036 -0.030 -0.820
C -2.6055 0.0679 5.2590 -0.006 0.045 0.012 -0.424
C -1.8630 1.0052 4.5559 -0.026 -0.009 0.038 -0.451
C -1.1527 0.6124 3.4262 0.026 -0.049 -0.004 -0.376
C -3.8128 0.0930 0.8754 0.000 0.025 -0.055 0.573
C -4.1033 1.4497 1.0134 0.008 0.015 0.037 -0.655
C -5.0899 1.8611 1.8983 -0.013 -0.075 0.010 -0.708
C -5.7860 0.9197 2.6450 -0.008 0.047 0.001 -0.438
C -5.4984 -0.4318 2.5102 -0.003 -0.041 0.005 -0.723
C -4.5129 -0.8463 1.6269 -0.028 0.045 -0.041 -0.179
C -3.2949 -1.0022 -1.7832 0.032 0.003 -0.019 0.578
C -4.1292 -2.1180 -1.7439 0.010 0.034 -0.009 -0.345
C -4.6355 -2.6430 -2.9227 -0.031 -0.026 0.028 -0.678
C -4.3118 -2.0564 -4.1415 0.031 0.051 -0.058 -0.464
C -3.4911 -0.9376 -4.1837 -0.030 -0.024 0.076 -0.705
C -2.9821 -0.4105 -3.0031 0.036 0.044 -0.013 -0.467
H -1.0572 -2.1598 -0.4945 0.035 -0.064 -0.043 0.741
H -2.2012 -2.4188 0.8588 0.024 -0.030 -0.057 0.447
H 1.0476 -3.0363 -0.1838 0.035 -0.042 0.026 -0.003
H 2.5343 -4.9626 0.2515 -0.019 0.016 -0.023 0.385
H 3.0599 -5.6201 2.5721 0.000 0.022 -0.013 0.341
H 2.1333 -4.3335 4.4640 -0.016 -0.005 0.014 0.367
H 0.6248 -2.4190 4.0357 0.046 -0.047 -0.010 0.426
H -1.9515 -2.6927 3.3985 -0.016 0.025 0.043 0.484
H -3.2260 -1.9871 5.4025 0.018 0.013 -0.026 0.390
H -3.1546 0.3653 6.1463 0.020 0.007 -0.045 0.371
H -1.8017 2.0405 4.8759 -0.009 -0.047 -0.029 0.441
H -0.5551 1.3358 2.8843 0.051 0.094 0.004 -0.075
H -3.5299 2.1696 0.4386 -0.015 -0.033 0.042 0.501
H -5.3037 2.9158 2.0153 0.021 -0.010 -0.005 0.422
H -6.5479 1.2401 3.3471 0.033 -0.007 -0.028 0.371
H -6.0321 -1.1613 3.1083 0.021 0.006 -0.019 0.383
H -4.2835 -1.9028 1.5371 -0.015 0.029 0.044 0.230
H -4.3911 -2.5751 -0.7945 0.020 0.004 -0.049 0.214
H -5.2865 -3.5096 -2.8939 0.028 0.019 0.004 0.397
H -4.7060 -2.4767 -5.0604 0.009 0.029 0.029 0.361
H -3.2379 -0.4581 -5.1212 -0.008 -0.039 -0.010 0.498
H -2.3398 0.4625 -3.0233 0.030 0.007 -0.011 0.320
S 1.0332 -1.0627 -2.2301 -0.110 -0.029 0.154 0.245
C 1.0274 -1.3396 -3.8713 -0.099 -0.101 -0.214 -0.686
N 1.0546 -2.5913 -4.4362 0.053 -0.044 -0.168 -0.211
C 1.3155 -2.5107 -5.8703 -0.022 0.017 0.140 -0.561
C 0.9497 -1.0504 -6.1718 0.009 0.098 0.119 -0.441
N 1.0029 -0.4354 -4.8523 -0.010 -0.368 0.012 0.396
H 1.4461 -3.3306 -3.8822 0.031 -0.046 0.098 0.258
H 0.6969 -3.2176 -6.4231 0.008 -0.013 -0.028 0.290
H 2.3657 -2.7107 -6.1024 0.031 0.013 0.035 0.279
H -0.0487 -0.9505 -6.6061 -0.012 -0.012 0.041 0.279
H 1.6649 -0.5772 -6.8435 -0.051 0.022 -0.035 0.301
H 0.5738 0.4910 -4.7328 0.215 0.176 -0.081 -0.281
C 2.9794 5.4955 2.1884 -0.098 -0.033 0.048 -0.618
O 2.0139 5.5998 3.2310 0.062 -0.103 -0.048 -0.380
C 1.0963 4.6032 3.3934 -0.025 0.185 -0.122 -0.194
S 0.0211 4.8640 4.6609 0.026 -0.010 0.057 -0.483
S 1.1089 3.2780 2.3503 0.078 -0.072 -0.004 -0.352
H 3.6056 6.3832 2.2798 -0.042 0.013 0.040 0.304
H 2.5037 5.4690 1.2068 -0.034 0.002 -0.002 0.322
H 3.5841 4.5941 2.2972 -0.001 -0.035 0.038 0.287
F 3.6221 -1.2667 1.7568 0.044 0.080 -0.130 -0.157
B 4.4018 -0.5902 0.8311 0.089 0.185 -0.107 0.422
F 5.1634 0.4416 1.4693 -0.151 -0.412 -0.100 -0.466
F 5.2770 -1.4784 0.1699 -0.141 0.206 0.118 -0.361
F 3.5813 0.0623 -0.1677 0.205 -0.306 0.312 -0.130
C 6.3582 1.5035 -0.9999 -0.008 -0.173 0.208 -1.137
Te 4.6572 2.6465 -0.4409 0.746 0.432 -0.320 0.832
C 5.9527 4.3460 -0.1616 -0.083 0.000 0.229 -1.248
H 6.7359 1.9502 -1.9174 -0.066 0.067 0.022 0.423
H 6.0298 0.4792 -1.1635 0.005 0.045 0.017 0.309
H 7.0918 1.5315 -0.1928 -0.085 -0.029 -0.044 0.331
H 6.6181 4.1541 0.6849 -0.067 0.021 -0.060 0.380
H 5.3411 5.2258 0.0415 0.003 -0.081 -0.020 0.300
H 6.5225 4.4975 -1.0769 -0.076 -0.094 -0.024 0.368
```
Positions in Å, forces in eV/Å.

Properties
Strongest force on any atom: 0.919 eV/A
Frontier orbital gap: 5.812 eV
E_HOMO: -2.1877 eV
Total charge: -2
Lowest unoccupied orbital energy: 3.624 eV
Molecular weight: 1277.8 u

---

Entry from OMol25: an isolated molecule of C4H10N2O in a non-equilibrium geometry (wB97M-V/def2-TZVPD).

Geometry as XYZ:
```
17
Properties=species:S:1:pos:R:3:forces:R:3:mulliken_charge:R:1
C 0.8438 -0.8658 1.3139 -0.534 -0.402 0.326 -1.128
C 0.9650 -0.0796 -0.1173 -0.414 -1.158 2.315 0.474
N 2.2282 0.6627 -0.1558 -0.608 -2.367 -0.183 -0.689
C -0.3806 0.7945 -0.3807 2.348 -1.531 -0.098 -0.720
N -1.4190 0.0352 -1.0211 1.115 0.901 1.020 -0.127
C -2.5079 -0.3371 -0.3012 -2.039 -2.177 -0.244 -0.033
O -2.5794 -0.8737 0.8022 0.420 1.882 -1.480 -0.484
H 0.3353 -0.2358 2.1282 0.165 -0.767 -1.505 0.244
H 1.8322 -1.0685 1.8494 -0.956 0.004 -1.458 0.393
H 0.2476 -1.8749 1.1792 1.143 2.141 0.414 0.222
H 1.1300 -0.8984 -0.9417 -0.811 1.572 1.401 0.186
H 2.3645 0.8196 -1.0998 0.895 0.400 -2.332 0.217
H 2.3752 1.5300 0.2488 -0.514 1.790 1.679 0.187
H -0.0484 1.5406 -1.0622 0.215 0.783 -0.877 0.340
H -0.7751 1.3787 0.4607 0.210 -0.758 0.198 0.336
H -1.2162 -0.3635 -1.9234 -0.560 0.285 -0.104 0.257
H -3.3949 -0.1639 -0.9792 -0.074 -0.600 0.930 0.325
```
Positions in Å, forces in eV/Å.

Properties
Strongest force on any atom: 2.993 eV/A
Frontier orbital gap: 9.726 eV
E_HOMO: -8.9427 eV
Total charge: 0
Lowest unoccupied orbital energy: 0.783 eV
Molecular weight: 102.1 u
Energy above the lowest of the compared OMol25 structures with the same formula, charge and spin: 64.5 kcal/mol
SMILES: C[C@H](N)CNC=O

---

Entry from OMol25: C6H15AsF6IrPSe4 as an isolated structure in a non-equilibrium geometry (wB97M-V/def2-TZVPD).

Geometry as XYZ:
```
34
Properties=species:S:1:pos:R:3:forces:R:3:mulliken_charge:R:1
Ir -0.6028 -0.3417 0.3319 0.430 1.274 -0.674 1.324
Se -2.6005 1.1640 0.6060 0.300 -0.011 -0.165 -0.019
Se -1.9413 2.9945 -0.5199 0.569 -0.104 0.102 0.113
Se 0.5461 3.1446 -0.5017 -0.672 0.024 0.199 0.082
Se 1.2916 1.5138 0.8156 -0.613 -0.477 -0.161 0.034
C -2.0842 -3.8831 2.3506 0.146 0.088 -0.127 -1.207
C -0.7716 -3.2165 2.7482 0.000 0.333 -0.159 -0.541
As 0.2203 -2.4559 1.2096 0.754 -1.413 0.692 -0.245
C 0.3383 -3.8936 -0.1404 -0.102 0.275 0.002 -0.584
C -0.8822 -3.8739 -1.0559 -0.064 0.128 0.038 -1.015
C 2.0468 -2.1777 1.9056 -0.165 0.062 -0.116 -0.493
C 2.0403 -1.3414 3.1813 -0.149 -0.089 -0.136 -1.134
H -2.6458 -4.1523 3.2441 -0.005 -0.013 -0.012 0.386
H -1.9002 -4.7940 1.7811 -0.094 0.033 -0.031 0.283
H -2.6999 -3.2073 1.7527 -0.061 -0.104 0.006 0.316
H -0.1094 -3.9289 3.2527 0.055 0.203 -0.137 0.462
H -0.9649 -2.3815 3.4281 0.139 -0.101 -0.011 0.428
H 0.4381 -4.8558 0.3751 0.088 0.265 0.067 0.555
H 1.2474 -3.6998 -0.7179 -0.080 0.046 0.226 0.472
H -1.7484 -4.3410 -0.5912 -0.030 0.031 0.028 0.305
H -0.6702 -4.4029 -1.9816 0.011 -0.040 -0.045 0.355
H -1.1402 -2.8461 -1.3245 -0.048 -0.112 -0.128 0.176
H 2.6046 -1.6678 1.1133 -0.090 -0.191 -0.009 0.353
H 2.5104 -3.1543 2.0867 -0.167 0.101 -0.174 0.480
H 1.4822 -0.4113 3.0342 0.034 -0.015 0.147 0.260
H 3.0576 -1.0849 3.4680 0.038 0.032 0.023 0.347
H 1.5892 -1.8926 4.0056 -0.031 0.098 0.052 0.343
F 1.1167 -1.1201 -1.3062 -0.101 0.151 -0.049 -0.449
P 0.8451 -0.2925 -2.7934 -0.031 0.326 0.879 1.301
F 0.4824 0.5803 -4.0443 -0.012 -0.208 -0.009 -0.313
F -0.2197 -1.4269 -3.1160 0.105 0.090 -0.283 -0.319
F 1.7992 0.8669 -2.1909 -0.003 -0.370 -0.342 -0.299
F 2.0384 -1.0658 -3.4438 -0.057 0.040 -0.031 -0.320
F -0.4312 0.4987 -1.9147 -0.093 -0.353 0.339 -0.438
```
Positions in Å, forces in eV/Å.

Properties
2S+1: 6
Strongest force on any atom: 1.745 eV/A
Frontier orbital gap (alpha / beta): 7.318 / 6.518 eV
E_HOMO (alpha / beta): -12.3290 / -13.3958 eV
Total charge: +1
Lowest unoccupied orbital energy (alpha / beta): -5.011 / -6.878 eV
Molecular weight: 815.1 u
Expectation value of S²: 8.769

---

Entry from OMol25: an isolated ion of composition C7H7N2 and charge +1 in a non-equilibrium geometry (wB97M-V/def2-TZVPD).

Geometry as XYZ:
```
16
Properties=species:S:1:pos:R:3:forces:R:3:mulliken_charge:R:1
C 2.6402 1.1167 -0.0090 -0.710 0.101 -0.419 -0.180
N 1.8529 0.1365 -0.0095 3.062 -1.059 0.174 0.072
C 1.5834 -1.1071 0.0721 0.552 0.363 -0.071 0.045
C 0.2555 -1.5421 -0.1680 0.257 1.292 0.823 -0.710
C -0.6240 -0.5817 0.1364 -0.390 -1.024 -0.158 0.816
N -0.2563 0.7311 0.2211 -3.671 2.398 0.749 -0.411
C -1.4257 1.3861 0.0850 1.974 -5.152 -1.355 -0.355
C -2.5620 0.4246 -0.2047 1.717 0.877 1.405 -0.461
C -2.0538 -0.7768 0.0891 -1.398 -0.661 -0.401 -0.551
H 3.2341 1.3500 -0.9127 -0.163 -0.172 0.669 0.288
H 2.5372 1.7996 0.8378 0.297 0.103 -0.316 0.291
H 2.3220 -1.7846 0.5290 -0.063 0.427 -0.470 0.405
H -0.0395 -2.5272 -0.2977 -0.186 -1.701 -0.153 0.421
H -1.4019 2.3815 -0.0623 -0.268 3.407 0.013 0.495
H -3.5140 0.7484 -0.4973 -1.288 0.133 -0.052 0.445
H -2.5482 -1.7551 0.1905 0.278 0.666 -0.438 0.389
```
Positions in Å, forces in eV/Å.

Properties
Strongest force on any atom: 5.681 eV/A
Frontier orbital gap: 8.370 eV
E_HOMO: -13.8706 eV
Total charge: +1
Lowest unoccupied orbital energy: -5.501 eV
Molecular weight: 119.1 u
Energy above the lowest of the compared OMol25 structures with the same formula, charge and spin: 51.6 kcal/mol
SMILES: C=N/C=C\C1=[N+]=CC=C1